Below is a 3-piece molecular cluster, C2H9NO3 overall, with properties calculated with the ωB97M-V functional and the def2-TZVPD basis.

XYZ file:
```
15
Properties=species:S:1:pos:R:3:forces:R:3:mulliken_charge:R:1
C 0.445 -3.211 -1.805 0.799 0.144 -0.395 -0.803
C 0.216 -2.298 -2.994 -0.669 -1.358 -0.721 0.545
N -0.948 -2.497 -3.678 -0.630 0.477 -0.725 -0.369
O 1.108 -1.641 -3.486 0.015 0.460 0.528 -0.589
H 0.806 -2.625 -0.973 0.593 0.031 0.099 0.253
H 1.215 -3.862 -2.258 0.014 0.172 0.837 0.229
H -0.324 -3.853 -1.404 -0.735 0.046 -0.415 0.326
H -1.034 -2.059 -4.582 0.266 0.194 0.092 0.213
H -1.756 -3.044 -3.443 0.346 -0.166 0.702 0.193
H -1.417 4.418 3.971 0.518 -0.318 0.388 0.321
H -0.503 4.985 5.139 0.043 -0.746 0.169 0.325
O -1.093 5.197 4.426 -0.846 1.430 -0.383 -0.648
H 1.262 2.848 3.300 0.025 -0.264 -0.029 0.289
H 1.269 4.229 3.897 -0.235 0.046 -0.026 0.330
O 0.755 3.412 3.889 0.494 -0.148 -0.121 -0.617
```
Forces are in eV/Å.

Results
* SMILES: CC(N)=O.O.O
* HOMO level: -10.0 eV
* lowest unoccupied orbital energy: 0.772 eV
* gap between HOMO and LUMO: 10.763 eV
* total charge: 0

***

Below is one molecule with the formula C3H4N2O, with properties calculated with the ωB97M-V functional and the def2-TZVPD basis.

XYZ file:
```
10
Properties=species:S:1:pos:R:3:forces:R:3:mulliken_charge:R:1
C 0.682 0.162 0.383 0.555 0.702 5.179 0.469
C -0.063 -1.122 0.345 -2.231 -0.837 -4.839 -0.201
C -0.370 1.172 0.068 0.265 1.114 0.026 -0.267
H 2.607 -0.203 -0.137 -1.555 0.382 0.205 0.354
H 1.055 0.379 1.491 -0.836 -0.222 -1.695 0.231
H 0.710 -2.008 0.048 -2.717 1.391 1.259 0.228
H -0.346 2.344 0.102 0.099 -2.577 0.055 0.317
N -1.306 -0.904 -0.249 5.143 0.032 3.380 -0.320
N -1.444 0.551 -0.137 -2.449 -0.054 -0.879 -0.289
O 1.715 0.086 -0.449 3.726 0.069 -2.691 -0.521
```
Forces are in eV/Å.

Results
* SMILES: OC1C=NN=C1
* HOMO level: -10.1 eV
* lowest unoccupied orbital energy: -0.289 eV
* gap between HOMO and LUMO: 9.806 eV
* total charge: 0

***

Below is one molecule with the formula C4H6N2, with properties calculated with the ωB97M-V functional and the def2-TZVPD basis.

XYZ file:
```
12
Properties=species:S:1:pos:R:3:forces:R:3:mulliken_charge:R:1
C 1.551 -0.744 0.026 -1.561 1.065 -2.039 -0.819
N 0.177 -0.183 -0.125 0.351 -0.541 1.261 0.115
C -0.141 1.152 -0.180 0.066 -0.179 0.181 -0.236
C -1.485 1.197 0.036 -0.357 0.401 -0.057 -0.417
N -2.008 -0.060 0.202 -0.069 0.190 -0.210 -0.624
C -0.982 -0.858 0.094 0.166 -0.058 0.266 0.005
H 1.840 -0.465 -1.033 1.361 -1.010 1.492 0.349
H 2.106 -0.277 0.849 -0.143 0.082 -0.516 0.266
H 1.435 -1.810 0.233 0.282 0.121 -0.430 0.272
H 0.602 1.920 -0.353 -0.142 -0.161 0.089 0.384
H -2.106 2.076 0.088 -0.041 -0.016 -0.073 0.374
H -1.018 -1.937 0.168 0.088 0.106 0.036 0.330
```
Forces are in eV/Å.

Results
* SMILES: Cn1ccnc1
* HOMO level: -8.8 eV
* lowest unoccupied orbital energy: 0.869 eV
* gap between HOMO and LUMO: 9.656 eV
* total charge: 0

***

Below is one molecule with the formula C7H6O3, with properties calculated with the ωB97M-V functional and the def2-TZVPD basis.

XYZ file:
```
16
Properties=species:S:1:pos:R:3:forces:R:3:mulliken_charge:R:1
C -0.122 -3.681 2.160 1.662 2.321 -1.383 0.452
C -0.332 -2.568 1.342 -1.740 -3.135 2.039 -0.660
C 0.538 -1.481 1.116 0.802 -2.155 0.991 -0.232
C 1.593 0.342 0.156 1.944 -1.655 0.929 -0.272
C 0.403 -0.484 0.290 -0.893 3.806 -2.357 0.663
C -0.835 0.057 -0.477 -0.158 -1.920 2.585 0.588
C -1.219 1.511 -0.230 -1.282 -0.520 -0.064 -1.114
O 0.273 -4.592 2.754 -1.020 0.637 -0.419 -0.310
O 1.725 1.448 -0.249 -0.429 1.881 -0.919 -0.466
O -1.557 -0.798 -0.938 -0.294 0.627 -0.722 -0.546
H -1.336 -2.574 0.940 -0.029 0.089 -0.261 0.328
H 1.507 -1.509 1.593 0.242 -0.297 0.181 0.335
H 2.541 -0.211 0.439 -0.450 0.115 0.171 0.257
H -1.218 1.715 0.875 1.116 0.118 -1.064 0.301
H -0.617 2.119 -0.923 -0.212 0.315 0.941 0.320
H -2.312 1.629 -0.408 0.740 -0.226 -0.647 0.355
```
Forces are in eV/Å.

Results
* HOMO level: -9.0 eV
* lowest unoccupied orbital energy: -0.141 eV
* gap between HOMO and LUMO: 8.862 eV
* total charge: 0

***

Below is a 2-piece molecular cluster, HN2O2S overall, with properties calculated with the ωB97M-V functional and the def2-TZVPD basis.

XYZ file:
```
6
Properties=species:S:1:pos:R:3:forces:R:3:mulliken_charge:R:1
N -1.996 0.364 0.332 0.650 0.318 -0.985 0.770
N -3.076 0.449 0.244 -3.882 0.024 0.540 -0.213
O 2.326 -0.195 -0.508 -1.286 0.466 0.294 -0.232
O -0.841 0.350 0.205 3.478 -0.390 0.391 -0.555
S 2.007 -1.476 0.287 0.104 0.563 -0.335 0.741
H 1.579 0.508 -0.560 0.936 -0.981 0.096 0.489
```
Forces are in eV/Å.

Results
* HOMO level (spin up / spin down): -16.0 / -16.0 eV
* lowest unoccupied orbital energy (spin up / spin down): -9.577 / -9.571 eV
* gap between HOMO and LUMO (spin up / spin down): 6.437 / 6.444 eV
* total charge: +1

***

Below is C2H7OS as an isolated structure, with properties calculated with the ωB97M-V functional and the def2-TZVPD basis.

XYZ file:
```
11
Properties=species:S:1:pos:R:3:forces:R:3:mulliken_charge:R:1
C -0.421 2.478 0.487 1.821 -1.687 -0.108 -0.558
S -0.877 0.807 1.000 -0.840 -0.887 1.434 -0.554
H -0.463 2.373 -0.674 0.916 1.152 2.061 0.175
H -1.235 3.055 0.874 -0.036 0.992 -0.068 0.161
H 0.585 2.580 1.165 -2.127 0.766 -2.562 0.138
H -0.793 -0.618 0.037 1.223 -1.812 -1.763 0.164
C 0.724 -2.132 -0.489 -1.462 0.511 -0.979 -0.537
O -0.584 -1.575 -0.610 0.053 1.644 0.780 -0.599
H 0.906 -2.618 -1.436 -0.156 -0.920 -0.559 0.188
H 1.607 -1.399 -0.619 -1.109 -0.701 1.797 0.202
H 0.551 -2.951 0.265 1.717 0.941 -0.033 0.220
```
Forces are in eV/Å.

Results
* HOMO level: -2.8 eV
* lowest unoccupied orbital energy: 4.311 eV
* gap between HOMO and LUMO: 7.093 eV
* total charge: -1

***

Below is one molecule with the formula C5H10, with properties calculated with the ωB97M-V functional and the def2-TZVPD basis.

XYZ file:
```
15
Properties=species:S:1:pos:R:3:forces:R:3:mulliken_charge:R:1
C 2.360 -0.507 0.222 -1.854 -0.251 2.079 -0.956
C 1.272 0.627 -0.170 1.815 -8.293 -5.073 -0.828
C -0.054 -0.041 -0.350 -2.027 0.819 -0.843 -0.288
C -1.197 0.381 0.246 0.932 -6.809 -6.142 -0.226
C -2.505 -0.305 0.046 -2.067 1.739 -0.348 -0.994
H 2.352 -1.358 -0.536 0.122 1.234 1.032 0.269
H 2.008 -0.944 1.299 1.083 0.791 -2.555 0.229
H 3.352 -0.033 0.338 -0.380 -0.518 -0.143 0.345
H 1.761 1.013 -1.073 -0.794 -0.319 -0.840 0.293
H 1.370 1.410 0.336 -0.073 6.168 5.442 0.593
H -0.230 -0.847 -1.120 0.888 0.827 0.774 0.151
H -1.078 0.969 0.957 0.533 5.855 6.325 0.568
H -3.256 0.457 -0.340 0.675 -0.354 0.680 0.282
H -2.542 -0.955 -0.839 0.411 -0.645 0.847 0.303
H -2.992 -0.643 1.010 0.737 -0.244 -1.233 0.258
```
Forces are in eV/Å.

Results
* SMILES: C/C=C/CC
* HOMO level: -8.9 eV
* lowest unoccupied orbital energy: 1.199 eV
* gap between HOMO and LUMO: 10.107 eV
* total charge: 0

***

| no. | energy (eV) | molar mass (g/mol) |
| --- | --- | --- |
| 1 | -9852.6323 | 95.098 |
| 2 | -8199.4882 | 84.078 |
| 3 | -7224.8432 | 82.106 |
| 4 | -13496.0530 | 138.122 |
| 5 | -17913.4423 | 93.087 |
| 6 | -15068.9010 | 79.144 |
| 7 | -5344.5340 | 70.135 |